{"formula": "C4H12N2O", "method": "ωB97M-V with the def2-TZVPD basis set", "elements": ["C", "C", "C", "C", "N", "N", "O", "H", "H", "H", "H", "H", "H", "H", "H", "H", "H", "H", "H"], "xyz": [[0.386, -0.310, 0.181], [-0.945, 0.099, -0.178], [-0.791, 1.050, 2.295], [1.641, 0.115, -0.517], [-0.125, -1.904, -1.478], [-0.386, 1.087, 0.894], [-0.044, -1.001, -2.691], [0.527, -1.485, -3.298], [-1.049, -2.315, -1.654], [-0.025, 1.970, 0.546], [0.493, -1.030, 0.984], [-1.778, -0.463, 0.224], [-1.066, 0.513, -1.172], [0.045, 1.332, 2.937], [-1.102, 0.037, 2.552], [-1.635, 1.721, 2.474], [1.450, 0.895, -1.254], [2.394, 0.457, 0.196], [2.011, -0.767, -1.042]], "e_homo_ev": -5.9, "de_lowest_kcal_mol": 160.2, "lumo_energy_ev": 0.56, "homo_lumo_gap_ev": 6.427, "charge": 0}